{
  "formula": "C40H31O7S3TeW",
  "method": "ωB97M-V/def2-TZVPD",
  "fmax_ev_per_a": 0.188,
  "relative_energy_kcal_mol": 35.36,
  "charge": 1,
  "e_lumo_ev": [-2.73, -2.74],
  "species": ["W", "O", "C", "O", "C", "O", "O", "C", "C", "C", "C", "C", "C", "C", "S", "O", "C", "C", "C", "C", "C", "C", "C", "C", "C", "C", "C", "C", "C", "C", "C", "C", "C", "C", "C", "C", "S", "O", "C", "C", "C", "C", "C", "C", "C", "H", "H", "H", "H", "H", "H", "H", "H", "H", "H", "H", "H", "H", "H", "H", "H", "H", "H", "H", "H", "H", "H", "H", "H", "H", "H", "O", "H", "H", "Te", "C", "C", "C", "C", "S", "H", "H", "H"],
  "positions_angstrom": [[-1.59, -0.31, -2.05], [-5.69, 0.27, -3.06], [-4.56, 0.45, -3.00], [-3.42, 0.73, -2.97], [-3.02, -1.14, -0.96], [-4.11, -1.38, -0.53], [-1.78, -1.49, -0.52], [-2.18, 7.04, 2.60], [-1.73, 5.77, 1.94], [-0.43, 5.30, 2.13], [-0.01, 4.12, 1.54], [-0.91, 3.40, 0.76], [-2.20, 3.85, 0.55], [-2.60, 5.04, 1.14], [-0.33, 1.88, 0.06], [-1.43, 1.57, -0.99], [-0.67, 0.74, 1.37], [-2.00, 0.57, 1.79], [-2.30, -0.38, 2.71], [-1.28, -1.20, 3.26], [-1.58, -2.20, 4.21], [-0.58, -2.98, 4.73], [0.75, -2.79, 4.33], [1.08, -1.84, 3.41], [0.07, -1.02, 2.85], [0.36, -0.03, 1.86], [1.78, 0.16, 1.41], [2.64, 1.04, 2.11], [2.20, 1.77, 3.26], [3.06, 2.61, 3.91], [4.39, 2.77, 3.46], [4.83, 2.09, 2.36], [3.97, 1.20, 1.67], [4.43, 0.47, 0.54], [3.60, -0.39, -0.12], [2.27, -0.54, 0.33], [1.07, -1.54, -0.52], [0.48, -0.51, -1.50], [2.07, -2.60, -1.52], [2.48, -3.80, -0.97], [3.24, -4.66, -1.73], [3.57, -4.36, -3.06], [4.35, -5.32, -3.90], [3.12, -3.15, -3.59], [2.37, -2.26, -2.84], [-1.40, 7.81, 2.55], [-2.40, 6.87, 3.66], [-3.08, 7.44, 2.13], [0.26, 5.87, 2.74], [1.00, 3.77, 1.68], [-2.87, 3.29, -0.09], [-3.61, 5.40, 0.97], [-2.79, 1.18, 1.35], [-3.32, -0.54, 3.02], [-2.61, -2.34, 4.51], [-0.82, -3.75, 5.45], [1.53, -3.41, 4.76], [2.11, -1.69, 3.11], [1.19, 1.64, 3.61], [2.72, 3.15, 4.78], [5.05, 3.44, 3.98], [5.85, 2.21, 2.02], [5.45, 0.59, 0.22], [3.95, -0.96, -0.97], [2.21, -4.06, 0.05], [3.58, -5.60, -1.31], [5.04, -5.91, -3.29], [4.91, -4.81, -4.67], [3.67, -6.02, -4.39], [3.36, -2.90, -4.62], [2.01, -1.33, -3.25], [-0.81, 1.19, -3.53], [-0.51, 0.86, -4.38], [-0.30, 1.97, -3.26], [-1.55, -1.97, -4.08], [-3.58, -2.03, -4.65], [-4.59, -2.70, -4.02], [-5.83, -2.59, -4.70], [-5.75, -1.83, -5.82], [-4.16, -1.26, -6.07], [-4.45, -3.26, -3.10], [-6.75, -3.05, -4.35], [-6.54, -1.59, -6.52]]
}


{
  "formula": "C38H92B2F6HgN9O20S2",
  "method": "ωB97M-V/def2-TZVPD",
  "fmax_ev_per_a": 3.762,
  "relative_energy_kcal_mol": 0.00,
  "charge": -1,
  "e_lumo_ev": 1.58,
  "species": ["Hg", "O", "C", "O", "B", "O", "C", "O", "O", "C", "O", "C", "O", "O", "C", "F", "F", "F", "S", "O", "O", "N", "S", "O", "O", "C", "F", "F", "F", "B", "H", "H", "H", "H", "C", "C", "C", "O", "C", "N", "H", "H", "H", "H", "H", "H", "H", "H", "H", "H", "H", "C", "C", "C", "O", "C", "N", "H", "H", "H", "H", "H", "H", "H", "H", "H", "H", "H", "C", "C", "C", "O", "C", "N", "H", "H", "H", "H", "H", "H", "H", "H", "H", "H", "H", "C", "C", "C", "O", "C", "N", "H", "H", "H", "H", "H", "H", "H", "H", "H", "H", "H", "C", "C", "C", "O", "C", "N", "H", "H", "H", "H", "H", "H", "H", "H", "H", "H", "H", "C", "C", "C", "O", "C", "N", "H", "H", "H", "H", "H", "H", "H", "H", "H", "H", "H", "C", "C", "C", "O", "C", "N", "H", "H", "H", "H", "H", "H", "H", "H", "H", "H", "H", "C", "C", "C", "O", "C", "N", "H", "H", "H", "H", "H", "H", "H", "H", "H", "H", "H"],
  "positions_angstrom": [[1.38, 1.02, -2.09], [-4.73, 0.19, -3.78], [-3.96, 1.08, -4.01], [-4.18, 2.37, -3.91], [-3.11, 3.13, -4.53], [-2.22, 2.11, -5.13], [-2.62, 0.87, -4.83], [-2.12, -0.15, -5.13], [-2.38, 3.94, -3.52], [-2.46, 5.21, -3.88], [-1.94, 6.09, -3.25], [-3.24, 5.35, -5.21], [-3.63, 4.12, -5.52], [-3.44, 6.36, -5.81], [-2.54, 1.18, 0.36], [-3.70, 0.60, 0.65], [-2.84, 2.36, -0.21], [-2.00, 1.49, 1.56], [-1.47, 0.13, -0.87], [-2.09, -1.17, -0.96], [-1.46, 0.91, -2.09], [0.15, 0.25, -0.34], [0.37, -0.77, 0.84], [-0.81, -0.98, 1.67], [0.99, -1.98, 0.36], [1.64, -0.03, 2.07], [1.33, -0.34, 3.33], [2.85, -0.56, 1.87], [1.73, 1.30, 1.88], [0.76, -1.15, -3.37], [0.18, -0.21, -3.71], [1.68, -0.84, -2.76], [0.01, -1.83, -2.84], [1.11, -1.69, -4.33], [-3.42, 2.00, 6.58], [-4.35, 2.86, 5.72], [-3.91, 2.90, 4.25], [-4.67, 3.84, 3.55], [-4.37, 3.87, 2.17], [-5.74, 2.42, 5.79], [-2.41, 2.39, 6.51], [-3.51, 0.98, 6.21], [-3.65, 2.06, 7.64], [-4.33, 3.89, 6.09], [-4.00, 1.85, 3.95], [-2.86, 3.23, 4.26], [-4.51, 2.87, 1.74], [-3.33, 4.19, 2.10], [-5.04, 4.55, 1.64], [-6.24, 2.91, 5.06], [-5.80, 1.43, 5.55], [-5.20, 4.13, -1.17], [-6.36, 3.31, -1.73], [-7.48, 3.11, -0.67], [-7.04, 2.32, 0.41], [-7.04, 0.91, 0.07], [-6.92, 3.95, -2.94], [-4.34, 4.32, -1.81], [-4.83, 3.70, -0.23], [-5.48, 5.14, -0.81], [-5.97, 2.34, -2.04], [-8.40, 2.69, -1.09], [-7.61, 4.15, -0.36], [-6.05, 0.69, -0.32], [-7.84, 0.73, -0.64], [-7.27, 0.42, 1.01], [-6.23, 4.27, -3.62], [-7.13, 4.89, -2.58], [4.36, 3.86, -0.16], [3.60, 2.80, -0.92], [4.30, 1.41, -0.78], [3.44, 0.36, -1.21], [3.97, -0.96, -1.06], [2.17, 2.81, -0.53], [3.95, 4.86, -0.31], [5.40, 3.83, -0.50], [4.34, 3.71, 0.92], [3.74, 2.95, -1.99], [4.67, 1.20, 0.23], [5.17, 1.40, -1.45], [3.33, -1.66, -1.59], [4.02, -1.18, 0.01], [5.02, -1.03, -1.37], [2.19, 2.62, 0.47], [1.84, 3.77, -0.61], [6.55, -5.65, 3.29], [6.18, -5.27, 4.71], [4.72, -4.86, 4.78], [4.43, -3.68, 4.06], [3.30, -2.99, 4.49], [6.26, -6.49, 5.56], [5.93, -6.51, 3.01], [7.59, -5.96, 3.31], [6.40, -4.81, 2.63], [6.82, -4.48, 5.11], [4.33, -4.91, 5.80], [4.18, -5.69, 4.30], [3.55, -2.43, 5.41], [2.36, -3.55, 4.52], [3.08, -2.14, 3.83], [6.26, -6.11, 6.51], [7.25, -6.73, 5.61], [-5.14, -3.79, -2.63], [-3.91, -4.01, -3.52], [-4.29, -3.63, -4.94], [-3.22, -3.74, -5.86], [-3.73, -3.46, -7.16], [-2.80, -3.15, -3.03], [-4.98, -4.32, -1.69], [-6.04, -4.18, -3.10], [-5.27, -2.75, -2.31], [-3.63, -5.07, -3.50], [-4.75, -2.64, -5.10], [-5.14, -4.28, -5.23], [-4.68, -3.94, -7.42], [-2.98, -3.81, -7.87], [-3.75, -2.38, -7.35], [-3.26, -2.25, -3.13], [-2.85, -3.22, -2.01], [4.38, -6.05, -1.51], [4.12, -4.63, -0.99], [3.44, -4.57, 0.36], [2.31, -5.39, 0.38], [1.41, -4.99, 1.41], [5.42, -3.94, -0.99], [3.49, -6.69, -1.51], [5.11, -6.60, -0.90], [4.73, -5.98, -2.54], [3.56, -4.21, -1.83], [3.29, -3.51, 0.58], [4.11, -4.83, 1.20], [1.20, -5.88, 2.01], [0.46, -4.73, 0.94], [1.64, -4.18, 2.11], [6.03, -4.42, -0.33], [5.88, -4.00, -1.89], [0.51, 3.58, -5.71], [1.03, 2.48, -4.79], [2.55, 2.49, -4.81], [2.96, 1.47, -3.87], [3.64, 0.37, -4.47], [0.45, 2.72, -3.46], [0.79, 3.38, -6.75], [0.87, 4.59, -5.48], [-0.58, 3.57, -5.79], [0.70, 1.50, -5.15], [3.01, 3.43, -4.52], [2.93, 2.32, -5.82], [2.92, -0.21, -5.04], [4.04, -0.23, -3.65], [4.49, 0.69, -5.07], [0.54, 3.71, -3.25], [-0.54, 2.67, -3.70], [2.17, 1.93, 7.89], [2.11, 1.54, 6.42], [3.52, 1.51, 5.83], [3.58, 1.14, 4.47], [4.80, 0.51, 4.15], [1.34, 0.34, 6.15], [2.55, 2.95, 7.97], [2.89, 1.28, 8.37], [1.23, 1.83, 8.43], [1.51, 2.33, 5.93], [4.18, 0.93, 6.50], [3.95, 2.51, 5.96], [4.94, -0.49, 4.57], [5.67, 1.10, 4.44], [4.87, 0.43, 3.06], [0.42, 0.50, 6.54], [1.23, 0.21, 5.15]]
}


{
  "formula": "C9H11NO4S",
  "method": "ωB97M-V/def2-TZVPD",
  "fmax_ev_per_a": 4.283,
  "relative_energy_kcal_mol": 140.73,
  "e_lumo_ev": [-1.77, -2.01],
  "species": ["C", "C", "C", "C", "C", "C", "C", "C", "C", "N", "O", "O", "O", "O", "S", "H", "H", "H", "H", "H", "H", "H", "H", "H", "H", "H"],
  "positions_angstrom": [[-1.70, 0.59, -1.83], [-2.50, 0.23, 0.46], [-0.70, 1.41, -1.41], [-1.40, 0.89, 0.84], [-2.72, 0.05, -0.94], [0.72, 2.08, 0.57], [1.71, 0.88, 0.87], [-0.49, 1.48, -0.03], [-0.05, -2.62, -1.13], [1.05, -0.62, -1.35], [-3.60, -0.69, -1.42], [2.68, 1.39, -1.60], [3.41, -0.55, -0.27], [0.57, -1.55, -0.46], [2.34, 0.29, -0.71], [-1.89, 0.54, -2.87], [-3.17, -0.28, 1.17], [-0.22, 2.01, -2.20], [-1.16, 1.09, 1.89], [0.46, 2.63, 1.38], [1.38, 2.61, -0.14], [2.54, 1.22, 1.36], [1.20, 0.01, 1.26], [0.63, -3.51, -1.17], [-0.33, -2.41, -2.13], [-0.95, -2.93, -0.64]]
}


{
  "formula": "C3H6",
  "method": "ωB97M-V/def2-TZVPD",
  "fmax_ev_per_a": 1.507,
  "relative_energy_kcal_mol": 40.09,
  "charge": -1,
  "spin_multiplicity": 2,
  "e_lumo_ev": [5.25, 4.98],
  "species": ["C", "C", "C", "H", "H", "H", "H", "H", "H"],
  "positions_angstrom": [[-0.86, 0.50, 0.78], [-0.20, -0.05, -0.38], [1.13, -0.15, -0.65], [-0.20, 1.10, 1.41], [-0.55, -1.48, 1.05], [-1.71, 1.08, 0.41], [-0.85, -0.32, -1.22], [1.38, -0.75, -1.51], [1.87, 0.06, 0.12]]
}


{
  "formula": "C24H12Cl5N3Pd",
  "method": "ωB97M-V/def2-TZVPD",
  "fmax_ev_per_a": 3.381,
  "relative_energy_kcal_mol": 21.13,
  "charge": 2,
  "e_lumo_ev": [-9.24, -9.24],
  "species": ["Pd", "C", "C", "N", "C", "C", "C", "C", "C", "C", "C", "N", "C", "C", "C", "C", "C", "C", "C", "C", "N", "C", "H", "H", "H", "H", "H", "H", "H", "H", "H", "H", "H", "H", "Cl", "C", "C", "C", "Cl", "C", "Cl", "C", "Cl", "C", "Cl"],
  "positions_angstrom": [[-0.63, 0.00, -1.12], [-0.83, -4.34, -1.37], [-0.94, -2.99, -1.71], [-0.99, -2.03, -0.80], [-0.95, -2.33, 0.53], [-0.87, -3.67, 0.94], [-0.80, -4.67, -0.05], [-0.85, -3.96, 2.32], [-0.90, -2.95, 3.25], [-0.95, -1.62, 2.84], [-0.99, -1.26, 1.49], [-1.04, 0.00, 0.96], [-0.99, 1.26, 1.49], [-0.95, 1.62, 2.84], [-0.90, 2.95, 3.25], [-0.85, 3.96, 2.33], [-0.87, 3.67, 0.94], [-0.80, 4.67, -0.05], [-0.83, 4.34, -1.37], [-0.94, 2.99, -1.71], [-0.99, 2.03, -0.80], [-0.95, 2.33, 0.53], [-0.77, -5.08, -2.15], [-1.01, -2.68, -2.74], [-0.72, -5.71, 0.26], [-0.78, -5.00, 2.64], [-0.89, -3.18, 4.31], [-0.99, -0.88, 3.62], [-0.99, 0.88, 3.62], [-0.89, 3.18, 4.31], [-0.78, 5.00, 2.64], [-0.72, 5.71, 0.26], [-0.77, 5.08, -2.15], [-1.01, 2.68, -2.74], [-0.23, 0.00, -3.76], [1.36, 0.00, -3.01], [1.32, 0.00, -1.65], [2.46, 0.00, -0.90], [2.37, 0.00, 0.83], [3.68, 0.00, -1.58], [5.12, 0.00, -0.67], [3.72, 0.00, -2.97], [5.22, 0.00, -3.79], [2.54, 0.00, -3.71], [2.53, 0.00, -5.41]]
}


{
  "formula": "C7H9NO3",
  "method": "ωB97M-V/def2-TZVPD",
  "fmax_ev_per_a": 4.947,
  "relative_energy_kcal_mol": 58.22,
  "smiles": "C[C@@H](C=O)n1c(O)ccc1O",
  "e_lumo_ev": 0.60,
  "species": ["C", "C", "C", "C", "C", "C", "C", "N", "O", "O", "O", "H", "H", "H", "H", "H", "H", "H", "H", "H"],
  "positions_angstrom": [[0.01, 1.99, 1.51], [-1.24, 1.25, 1.62], [0.58, 1.59, 0.33], [-1.32, 0.36, 0.60], [-0.90, -1.19, -2.01], [1.26, -1.45, -0.75], [0.28, -0.49, -1.44], [-0.24, 0.63, -0.20], [-1.03, -2.38, -1.88], [1.67, 1.91, -0.39], [-2.18, -0.63, 0.20], [0.36, 2.75, 2.09], [-1.91, 1.33, 2.45], [-1.58, -0.77, -2.79], [2.09, -0.70, -0.35], [1.60, -2.32, -1.40], [0.71, -2.02, 0.14], [0.78, 0.31, -2.10], [1.84, 2.88, -0.36], [-2.49, -1.03, 1.08]]
}


{
  "formula": "C20H33Br30GaIO",
  "method": "ωB97M-V/def2-TZVPD",
  "fmax_ev_per_a": 1.726,
  "charge": -1,
  "e_lumo_ev": 1.01,
  "species": ["C", "C", "C", "C", "Ga", "C", "C", "C", "O", "C", "I", "C", "C", "H", "H", "H", "H", "H", "H", "H", "H", "H", "H", "H", "H", "H", "H", "H", "H", "H", "H", "H", "H", "H", "H", "H", "C", "Br", "Br", "Br", "H", "C", "Br", "Br", "Br", "H", "C", "Br", "Br", "Br", "H", "C", "Br", "Br", "Br", "H", "C", "Br", "Br", "Br", "H", "C", "Br", "Br", "Br", "H", "C", "Br", "Br", "Br", "H", "C", "Br", "Br", "Br", "H", "C", "Br", "Br", "Br", "H", "C", "Br", "Br", "Br", "H"],
  "positions_angstrom": [[4.80, 1.00, 0.45], [3.94, 2.03, -0.38], [2.79, 2.68, 0.47], [2.88, 4.26, 0.48], [0.97, 2.15, -0.39], [-0.60, 2.81, 0.76], [-1.75, 1.78, 1.02], [-2.89, 1.83, -0.06], [-4.13, 2.26, 0.55], [0.88, 0.16, -0.95], [-0.75, -0.02, -2.41], [0.67, -0.87, 0.21], [1.16, -0.40, 1.62], [4.14, 0.51, 1.18], [5.30, 0.25, -0.19], [5.57, 1.58, 1.01], [3.51, 1.54, -1.28], [4.63, 2.82, -0.73], [2.85, 2.37, 1.54], [3.46, 4.65, -0.38], [3.39, 4.60, 1.40], [1.85, 4.67, 0.49], [0.91, 3.01, -1.77], [-0.22, 3.19, 1.74], [-1.05, 3.69, 0.26], [-2.26, 2.09, 1.96], [-1.42, 0.74, 1.19], [-2.63, 2.47, -0.92], [-3.06, 0.77, -0.35], [-4.82, 1.68, 0.23], [1.82, -0.06, -1.50], [-0.42, -1.08, 0.26], [1.16, -1.83, -0.03], [1.52, -1.31, 2.16], [0.33, 0.00, 2.25], [2.01, 0.30, 1.60], [4.39, 7.24, 3.59], [5.53, 8.33, 2.48], [2.62, 7.06, 2.84], [5.19, 5.51, 3.95], [4.28, 7.75, 4.54], [-4.17, -2.19, -4.63], [-5.86, -2.05, -3.69], [-4.32, -3.31, -6.20], [-3.43, -0.46, -5.04], [-3.47, -2.68, -3.95], [2.29, 4.39, 7.24], [0.60, 4.59, 8.15], [2.15, 3.25, 5.68], [3.08, 6.10, 6.80], [2.97, 3.89, 7.93], [0.26, -3.04, -5.03], [-0.36, -2.13, -6.62], [-0.90, -4.51, -4.53], [2.09, -3.62, -5.24], [0.23, -2.32, -4.21], [-1.32, -8.70, -5.83], [-2.64, -7.64, -4.90], [-0.82, -7.89, -7.52], [0.22, -9.07, -4.72], [-1.79, -9.65, -6.06], [3.15, -5.21, -0.66], [1.56, -5.00, 0.42], [2.84, -6.33, -2.20], [3.91, -3.50, -1.17], [3.89, -5.71, -0.05], [-7.53, -3.02, 0.27], [-6.45, -4.48, -0.38], [-8.58, -3.55, 1.81], [-6.47, -1.45, 0.63], [-8.23, -2.76, -0.51], [-1.58, 0.87, 5.12], [-3.09, 0.21, 4.11], [-2.08, 1.34, 6.93], [-0.09, -0.35, 5.08], [-1.26, 1.79, 4.64], [5.13, 7.07, -2.62], [5.19, 5.17, -2.96], [3.46, 7.85, -3.20], [5.51, 7.48, -0.77], [5.92, 7.52, -3.22], [-7.32, -8.67, 0.43], [-5.74, -8.22, -0.59], [-6.99, -8.58, 2.34], [-8.84, -7.58, -0.08], [-7.57, -9.69, 0.20]]
}


For the records above, the corresponding calculated total energy values read -3599.071719; -5099.369154; -1103.243582; -117.734409; -3514.278836; -552.512339; -80299.862516 a.u..